[1]
The following is a quantum chemistry calculation of an isolated molecule of C8H16OS2 at a distorted geometry, from the OMol25 dataset.

Calculated values
- Calculated total energy: -1185.91597 Ha
- HOMO: -0.3029 Ha
- Energy relative to the best compared isomer or geometry (same formula, charge and spin): 73.12 kJ/mol
- Kohn-Sham gap: 0.326 Eh

ORCA input file:
```
! wB97M-V def2-TZVPD RIJCOSX def2/J DEFGRID3
* xyz 0 1
C 1.893 0.919 -1.087
C 0.817 1.293 -0.355
C 0.860 2.234 0.810
C -1.724 1.192 -0.579
C -1.883 -2.541 -1.294
C 1.553 -0.759 1.961
C -0.455 0.523 -0.662
C -0.709 -0.763 0.473
O 1.615 -1.846 -0.592
S -2.234 -1.639 0.297
S 0.848 -1.895 0.679
H 2.002 0.105 -1.776
H 2.880 1.490 -0.886
H 0.297 3.138 0.493
H 0.396 1.911 1.731
H 1.909 2.652 1.032
H -2.011 1.492 0.469
H -2.588 0.561 -0.916
H -1.796 2.052 -1.291
H -0.754 -2.586 -1.430
H -2.423 -2.078 -2.205
H -2.378 -3.595 -1.166
H 2.540 -1.075 2.222
H 0.780 -0.642 2.741
H 1.686 0.205 1.482
H -0.355 -0.071 -1.650
H -0.769 -0.277 1.500
*
```

Results of the Löwdin charge analysis, in e, for atoms 1 through 8: atom 1 (C): 0.043, atom 2 (C): -0.379, atom 3 (C): -0.086, atom 4 (C): -0.168, atom 5 (C): -0.376, atom 6 (C): -0.235, atom 7 (C): -0.348, atom 8 (C): -0.714



[2]
The following is a quantum chemistry calculation of a cluster of 2 separate species, C8H16Si in total, from the OMol25 dataset.

Calculated values
- Calculated total energy: -603.83825 Ha
- SMILES string: C/C=C/[Si](C)(C)C.C#C
- HOMO: -0.3510 Ha
- Energy relative to the best compared isomer or geometry (same formula, charge and spin): 221.67 kJ/mol
- Kohn-Sham gap: 0.387 Eh

ORCA input file:
```
! wB97M-V def2-TZVPD RIJCOSX def2/J DEFGRID3
* xyz 0 1
C -1.526 -1.994 -1.689
C -1.029 -1.166 -0.548
C 0.248 -0.970 -0.240
Si 0.885 0.068 1.209
C 1.233 1.826 0.544
C -0.354 0.146 2.664
C 2.516 -0.681 1.862
H -0.702 -2.483 -2.205
H -2.218 -2.755 -1.322
H -2.073 -1.380 -2.406
H -1.810 -0.712 0.052
H 0.991 -1.444 -0.875
H 1.642 2.470 1.316
H 1.947 1.797 -0.272
H 0.329 2.295 0.165
H -1.340 -0.201 2.379
H -0.023 -0.470 3.496
H -0.461 1.162 3.035
H 2.401 -1.728 2.128
H 3.307 -0.613 1.121
H 2.851 -0.154 2.750
C -0.792 1.700 -4.607
C -0.985 1.327 -3.490
H -0.644 2.042 -5.589
H -1.111 0.990 -2.502
*
```

Results of the Löwdin charge analysis, in e, for atoms 1 through 8: atom 1 (C): -0.111, atom 2 (C): -0.265, atom 3 (C): -0.174, atom 4 (Si): 0.556, atom 5 (C): -0.189, atom 6 (C): -0.173, atom 7 (C): -0.192, atom 8 (H): 0.075



What is the calculated total energy in the first record?
-1185.91597 Ha



Which formula does entry 2 have?
C8H16Si



energy relative to the best compared isomer or geometry (same formula, charge and spin) of number 2 (C8H16Si)?
221.67 kJ/mol



Which of these has the highest HOMO?
C8H16OS2